The following is a quantum chemistry calculation of a cluster of 5 separate species, C30H42ClN6O2 in total at a distorted geometry, from the Open Molecules 2025 dataset.

```
! wB97M-V def2-TZVPD RIJCOSX def2/J DEFGRID3
* xyz 1 1
O -1.884 -5.695 -3.744
C -1.767 -5.811 -2.556
O -2.522 -6.760 -1.911
C -0.789 -4.825 -1.856
C 0.666 -4.934 -2.009
C 1.488 -3.939 -1.353
N 0.983 -2.888 -0.584
C 1.970 -1.971 -0.051
C 2.012 -1.520 1.390
C 3.059 -0.593 1.726
N 4.079 -0.061 0.951
C 4.078 -0.469 -0.344
C 3.042 -1.382 -0.850
C -0.393 -2.761 -0.372
C -0.976 -1.602 0.489
C -2.543 -1.527 0.532
C -3.115 -0.936 -0.841
Cl -3.065 0.886 -0.651
C -1.313 -3.727 -1.002
H -2.089 -7.025 -1.076
H 1.178 -5.725 -2.610
H 2.598 -4.019 -1.471
H 1.265 -1.880 2.136
H 3.047 -0.245 2.793
H 4.864 -0.116 -1.060
H 3.097 -1.672 -1.935
H -0.627 -1.705 1.558
H -0.529 -0.640 0.113
H -3.005 -2.546 0.696
H -2.925 -0.902 1.388
H -4.172 -1.266 -1.028
H -2.418 -1.288 -1.652
H -2.417 -3.691 -0.891
C -6.349 4.851 -2.934
C -6.118 5.441 -1.547
C -5.214 4.568 -0.671
C -5.832 3.229 -0.474
N -6.328 2.200 -0.321
H -6.862 3.888 -2.881
H -6.972 5.519 -3.531
H -5.402 4.708 -3.462
H -7.084 5.581 -1.055
H -5.664 6.429 -1.651
H -5.068 5.037 0.304
H -4.234 4.442 -1.137
C 3.273 5.272 0.324
C 2.020 4.949 1.131
C 2.295 4.022 2.317
C 2.844 2.730 1.827
N 3.268 1.728 1.441
H 3.707 4.374 -0.122
H 3.031 5.955 -0.492
H 4.032 5.747 0.951
H 1.281 4.489 0.469
H 1.585 5.880 1.500
H 1.371 3.831 2.868
H 3.011 4.477 3.006
C -0.241 2.193 -4.163
C 0.626 1.887 -2.946
C 0.700 3.053 -1.958
C 1.292 4.249 -2.620
N 1.749 5.170 -3.133
H 0.163 3.023 -4.746
H -0.289 1.326 -4.824
H -1.261 2.448 -3.863
H 1.632 1.624 -3.285
H 0.221 1.010 -2.432
H 1.319 2.780 -1.100
H -0.297 3.308 -1.590
C 2.072 -5.292 3.594
C 2.911 -5.636 4.820
C 2.939 -4.510 5.858
C 3.528 -3.282 5.261
N 3.985 -2.335 4.796
H 2.480 -4.431 3.057
H 2.057 -6.132 2.896
H 1.040 -5.065 3.876
H 3.930 -5.868 4.500
H 2.508 -6.538 5.286
H 3.538 -4.808 6.720
H 1.929 -4.287 6.209
*
```

=====

The following is a quantum chemistry calculation of a structure of composition C30H42MgN6OSiTe, from the Open Molecules 2025 dataset.

```
! wB97M-V def2-TZVPD RIJCOSX def2/J DEFGRID3
* xyz -2 1
Mg -1.332 0.695 -0.079
C -1.476 2.780 2.989
N -2.502 1.890 2.483
C -3.074 1.112 3.560
C -3.542 2.633 1.788
C -3.064 3.368 0.553
C -3.590 4.638 0.320
C -3.266 5.335 -0.836
C -2.419 4.736 -1.758
C -1.902 3.469 -1.504
C -2.177 2.736 -0.338
H -1.899 3.514 3.703
H -1.022 3.320 2.159
H -0.700 2.202 3.492
H -3.579 1.754 4.309
H -2.295 0.540 4.064
H -3.812 0.416 3.159
H -4.024 3.348 2.487
H -4.314 1.912 1.495
H -4.261 5.087 1.050
H -3.675 6.325 -1.015
H -2.168 5.252 -2.681
H -1.275 3.013 -2.266
C 3.277 0.351 0.746
Si 1.750 1.463 0.758
C 2.144 2.973 1.841
C 1.527 2.134 -0.970
N 0.332 0.617 1.224
C 0.250 -0.143 2.339
C 1.152 -0.120 3.432
C 1.016 -0.940 4.543
C -0.036 -1.835 4.644
C -0.962 -1.882 3.601
C -0.822 -1.065 2.502
O -1.772 -1.060 1.481
C -2.382 -2.269 1.189
C -1.691 -3.224 0.463
C -2.323 -4.419 0.160
C -3.633 -4.648 0.565
C -4.319 -3.671 1.271
C -3.690 -2.472 1.587
H 4.148 0.891 0.363
H 3.080 -0.480 0.065
H 3.527 -0.059 1.727
H 3.079 3.442 1.518
H 2.230 2.742 2.905
H 1.345 3.710 1.724
H 2.491 2.480 -1.358
H 0.828 2.974 -0.978
H 1.142 1.367 -1.648
H 1.986 0.568 3.391
H 1.751 -0.873 5.339
H -0.146 -2.484 5.504
H -1.801 -2.567 3.641
H -0.699 -2.993 0.102
H -1.801 -5.157 -0.435
H -4.127 -5.577 0.306
H -5.348 -3.833 1.570
H -4.205 -1.688 2.126
Te -1.497 -0.780 -2.317
C 2.264 -0.370 -3.801
N 2.987 -0.893 -2.634
C 4.347 -1.217 -3.028
N 4.409 -2.206 -4.119
C 3.647 -1.653 -5.250
N 2.268 -1.336 -4.913
C 1.607 -2.557 -4.427
N 2.314 -3.139 -3.277
C 2.311 -2.125 -2.208
C 3.692 -3.406 -3.660
H 2.747 0.555 -4.131
H 1.228 -0.166 -3.515
H 4.884 -1.619 -2.164
H 4.851 -0.304 -3.361
H 3.657 -2.386 -6.064
H 4.149 -0.743 -5.592
H 1.585 -3.293 -5.238
H 0.588 -2.307 -4.121
H 2.830 -2.532 -1.334
H 1.274 -1.887 -1.950
H 3.702 -4.144 -4.469
H 4.227 -3.820 -2.800
*
```

Computed properties:
Energy relative to the best compared isomer or geometry (same formula, charge and spin): 2.2 kcal/mol

=====

The following is a quantum chemistry calculation of the molecule C30H42N2O2, from the Open Molecules 2025 dataset.

```
! wB97M-V def2-TZVPD RIJCOSX def2/J DEFGRID3
* xyz 0 1
C -0.537 -0.997 5.178
C -0.109 -1.109 3.699
C 1.206 -1.876 3.532
C 1.919 -1.703 2.164
C 1.129 -0.950 1.129
N 1.451 0.291 0.905
C 0.717 0.997 -0.002
C 1.062 2.352 -0.261
C 2.217 2.955 0.494
C 2.896 4.194 -0.118
C 4.371 3.938 -0.457
C 4.544 3.095 -1.741
C 5.058 1.698 -1.438
O 4.833 0.852 -2.547
C 4.879 -0.526 -2.242
C 0.304 3.025 -1.170
C -0.788 2.418 -1.829
C -1.137 1.123 -1.593
C -2.346 0.486 -2.228
C -3.544 0.560 -1.303
C -4.207 1.761 -1.110
C -5.286 1.845 -0.251
C -5.730 0.731 0.449
C -6.881 0.841 1.415
C -5.069 -0.469 0.251
C -3.989 -0.553 -0.612
C -0.360 0.385 -0.671
N -0.668 -0.921 -0.444
C 0.045 -1.578 0.423
C -0.261 -3.036 0.608
C 0.554 -3.914 -0.352
C -0.010 -3.907 -1.760
O -1.281 -4.531 -1.766
C -2.253 -3.894 -2.568
H -0.839 0.022 5.420
H -1.382 -1.642 5.411
H 0.285 -1.244 5.852
H -0.019 -0.108 3.281
H -0.893 -1.650 3.169
H 1.890 -1.580 4.327
H 1.003 -2.939 3.690
H 2.839 -1.138 2.312
H 2.215 -2.670 1.754
H 2.972 2.183 0.634
H 1.879 3.192 1.506
H 2.838 5.037 0.573
H 2.413 4.519 -1.039
H 4.859 4.903 -0.597
H 4.858 3.434 0.381
H 3.597 2.999 -2.274
H 5.248 3.596 -2.407
H 4.544 1.301 -0.553
H 6.131 1.734 -1.206
H 3.866 -0.924 -2.141
H 5.421 -0.719 -1.312
H 5.398 -1.050 -3.045
H 0.522 4.059 -1.398
H -1.361 2.999 -2.541
H -2.135 -0.557 -2.455
H -2.588 1.017 -3.150
H -3.878 2.646 -1.642
H -5.793 2.794 -0.125
H -7.561 1.633 1.106
H -6.501 1.119 2.401
H -7.415 -0.101 1.505
H -5.406 -1.351 0.784
H -3.475 -1.499 -0.741
H -1.319 -3.183 0.391
H -0.088 -3.349 1.637
H 1.593 -3.580 -0.412
H 0.542 -4.940 0.020
H -0.086 -2.874 -2.115
H 0.660 -4.453 -2.432
H -2.980 -4.644 -2.877
H -1.810 -3.464 -3.469
H -2.776 -3.114 -2.009
*
```

Computed properties:
Energy relative to the best compared isomer or geometry (same formula, charge and spin): 66.7 kcal/mol

=====

The following is a quantum chemistry calculation of a structure of composition C30H42N3O at a distorted geometry, from the Open Molecules 2025 dataset.

```
! wB97M-V def2-TZVPD RIJCOSX def2/J DEFGRID3
* xyz 1 1
C 3.546 -0.482 0.906
N 3.110 0.932 0.883
C 2.587 1.263 2.259
C 2.438 2.762 2.565
C 3.651 3.584 2.170
C 4.134 3.273 0.769
C 4.274 1.770 0.495
H 3.992 -0.793 -0.059
H 4.336 -0.556 1.683
H 2.725 -1.170 1.202
H 1.632 0.717 2.377
H 3.312 0.812 2.962
H 1.519 3.144 2.101
H 2.286 2.825 3.653
H 3.406 4.643 2.245
H 4.458 3.354 2.871
H 3.496 3.741 0.014
H 5.136 3.694 0.627
H 5.126 1.366 1.057
H 4.450 1.563 -0.568
C -4.670 -1.781 -0.557
N -3.584 -1.103 0.138
C -3.674 -0.923 1.497
O -4.695 -1.116 2.171
C -2.326 -0.484 2.004
C -1.593 -1.595 2.769
C -1.673 -2.924 2.048
C -2.821 -3.706 2.204
C -2.956 -4.920 1.533
C -1.929 -5.362 0.688
C -0.760 -4.602 0.554
C -0.625 -3.391 1.246
N -1.630 -0.131 0.736
C -0.334 0.288 0.798
C 0.641 0.102 -0.176
C 1.695 1.057 -0.398
C 2.387 0.896 -1.707
C 3.222 1.939 -2.188
C 3.581 1.985 -3.534
C 3.097 1.010 -4.426
C 2.327 -0.072 -3.946
C 2.094 -0.193 -2.570
C -2.422 -0.468 -0.478
C -2.817 0.718 -1.454
C -3.567 1.801 -0.674
C -3.718 0.214 -2.582
C -1.562 1.288 -2.094
H -4.935 -2.699 0.006
H -5.575 -1.136 -0.601
H -4.342 -2.071 -1.571
H -2.456 0.417 2.628
H -0.545 -1.312 2.938
H -2.103 -1.672 3.742
H -3.622 -3.347 2.857
H -3.864 -5.510 1.674
H -2.048 -6.299 0.136
H 0.053 -4.950 -0.088
H 0.298 -2.807 1.167
H -0.052 0.680 1.770
H 0.545 -0.852 -0.743
H 1.596 2.143 0.056
H 3.552 2.719 -1.498
H 4.177 2.832 -3.892
H 3.250 1.136 -5.512
H 1.868 -0.788 -4.636
H 1.631 -1.133 -2.227
H -1.841 -1.213 -1.065
H -2.934 2.263 0.095
H -3.884 2.588 -1.375
H -4.473 1.394 -0.207
H -3.351 -0.724 -3.020
H -4.761 0.094 -2.262
H -3.737 0.963 -3.388
H -0.989 0.498 -2.600
H -1.840 2.044 -2.844
H -0.920 1.777 -1.357
*
```

Computed properties:
Energy relative to the best compared isomer or geometry (same formula, charge and spin): 38.7 kcal/mol

=====

The following is a quantum chemistry calculation of a structure of composition C30H42N4O5S4SbSe2Ti, from the Open Molecules 2025 dataset.

```
! wB97M-V def2-TZVPD RIJCOSX def2/J DEFGRID3
* xyz -1 1
Ti -0.105 0.727 0.005
O -3.078 1.389 -4.814
C -3.416 2.395 -3.997
C -4.415 3.271 -4.427
C -4.820 4.320 -3.626
C -4.238 4.525 -2.377
C -3.247 3.663 -1.950
C -2.822 2.593 -2.738
C -1.769 1.698 -2.209
O -1.340 1.903 -1.009
N -1.366 0.724 -2.978
N -0.434 -0.096 -2.360
C 0.031 -0.995 -3.135
S 1.242 -2.153 -2.621
C 1.072 -3.182 -4.098
C 0.849 -2.268 -5.285
S -0.448 -1.090 -4.832
H -2.372 0.870 -4.349
H -4.856 3.100 -5.400
H -5.597 4.989 -3.977
H -4.552 5.350 -1.752
H -2.764 3.800 -0.993
H 0.231 -3.865 -3.974
H 1.988 -3.764 -4.195
H 0.501 -2.821 -6.158
H 1.761 -1.729 -5.540
C 3.443 -5.851 2.776
Se 2.703 -4.770 4.206
C 0.844 -4.846 3.609
C -0.014 -3.805 4.318
Se -0.121 -2.060 3.449
C 1.550 -1.239 3.998
H 3.279 -5.343 1.828
H 2.997 -6.843 2.779
H 4.513 -5.939 2.957
H 0.474 -5.850 3.824
H 0.830 -4.682 2.532
H 0.272 -3.683 5.364
H -1.053 -4.143 4.315
H 2.382 -1.860 3.679
H 1.557 -1.077 5.074
H 1.602 -0.281 3.481
S 3.411 -2.549 0.664
C 2.131 -1.579 0.476
N 1.197 -0.883 0.357
O 2.619 1.609 1.622
C 2.736 1.839 0.432
N 1.722 1.850 -0.498
S 2.261 2.294 -1.981
O 2.020 1.271 -2.964
O 1.853 3.634 -2.310
C 3.974 2.326 -1.548
C 5.078 2.559 -2.345
C 6.320 2.543 -1.725
C 6.435 2.308 -0.356
C 5.310 2.082 0.426
C 4.075 2.097 -0.198
H 4.976 2.737 -3.407
H 7.214 2.712 -2.313
H 7.418 2.295 0.099
H 5.374 1.885 1.487
C -2.723 2.467 2.184
C -1.297 2.191 2.664
C -1.352 1.489 4.026
C -0.545 3.523 2.818
C -0.564 1.376 1.639
H -3.244 3.137 2.874
H -3.289 1.536 2.118
H -2.709 2.921 1.192
H -1.895 2.101 4.753
H -0.345 1.316 4.412
H -1.851 0.521 3.948
H -1.032 4.154 3.568
H -0.521 4.056 1.867
H 0.487 3.343 3.124
H 0.385 0.907 1.989
C -3.591 -1.372 1.632
Sb -2.092 -1.261 0.111
C -1.406 -3.287 0.249
C -3.434 -1.514 -1.537
H -4.138 -2.311 1.541
H -4.285 -0.539 1.539
H -3.104 -1.327 2.606
H -1.896 -3.897 -0.511
H -1.649 -3.680 1.235
H -0.327 -3.297 0.106
H -4.122 -2.333 -1.321
H -2.878 -1.733 -2.449
H -4.001 -0.597 -1.697
*
```

Computed properties:
Energy relative to the best compared isomer or geometry (same formula, charge and spin): 0.0 kcal/mol

=====

The following is a quantum chemistry calculation of a structure of composition C30H43I2N2NbOP at a distorted geometry, from the Open Molecules 2025 dataset.

```
! wB97M-V def2-TZVPD RIJCOSX def2/J DEFGRID3
* xyz -1 1
C 2.153 3.174 1.938
C 1.433 4.040 0.911
I 0.236 5.528 1.957
C 0.566 3.255 -0.077
I 1.601 3.091 -1.971
Nb -0.112 1.079 0.118
C -2.056 1.715 -0.813
C -3.114 2.059 0.235
O -3.154 1.092 1.302
C -2.926 3.453 0.862
N -2.747 4.520 -0.108
P -1.019 -1.268 0.926
N 0.242 -2.221 1.170
H 1.457 2.702 2.636
H 2.901 3.742 2.498
H 2.647 2.369 1.374
H 2.160 4.683 0.412
H -0.335 3.825 -0.319
H -0.288 1.132 1.980
H 1.619 0.540 -0.066
H -0.094 0.147 -1.459
H -1.862 2.615 -1.417
H -2.437 0.972 -1.521
H -4.122 2.001 -0.201
H -2.754 1.451 2.103
H -3.781 3.608 1.541
H -2.024 3.404 1.490
H -3.615 4.984 -0.344
H -2.117 5.228 0.253
H -1.866 -1.271 2.056
H -1.931 -1.807 -0.017
H 0.280 -3.043 0.578
C 2.595 -1.083 -2.927
C 2.645 -1.746 -1.707
C 3.725 -2.570 -1.419
C 4.750 -2.730 -2.344
C 4.694 -2.070 -3.565
C 3.612 -1.246 -3.856
H 1.751 -0.434 -3.131
H 1.839 -1.611 -0.997
H 3.760 -3.081 -0.464
H 5.594 -3.371 -2.114
H 5.491 -2.196 -4.289
H 3.568 -0.732 -4.809
C 5.168 2.652 -6.853
C 5.040 2.064 -5.602
C 6.010 1.180 -5.146
C 7.107 0.886 -5.945
C 7.236 1.474 -7.197
C 6.266 2.357 -7.651
H 4.410 3.340 -7.206
H 4.183 2.289 -4.979
H 5.902 0.720 -4.173
H 7.863 0.196 -5.589
H 8.092 1.243 -7.818
H 6.365 2.814 -8.628
C -5.378 -5.568 2.066
C -4.992 -4.486 2.847
C -3.760 -3.882 2.638
C -2.910 -4.357 1.647
C -3.297 -5.439 0.868
C -4.529 -6.045 1.076
H -6.340 -6.039 2.229
H -5.653 -4.111 3.620
H -3.454 -3.039 3.243
H -1.948 -3.884 1.494
H -2.635 -5.807 0.093
H -4.829 -6.889 0.466
C -2.373 -0.327 6.358
C -2.398 -0.221 4.974
C -3.602 -0.355 4.293
C -4.776 -0.599 4.994
C -4.750 -0.707 6.378
C -3.547 -0.570 7.060
H -1.435 -0.226 6.889
H -1.486 -0.043 4.415
H -3.614 -0.289 3.213
H -5.711 -0.704 4.456
H -5.664 -0.898 6.926
H -3.524 -0.657 8.139
*
```

=====

Number 1: Kohn-Sham gap 6.75 eV, DFT total energy -2107.148063 a.u.. Number 2: Kohn-Sham gap 4.38 eV, DFT total energy -2329.851330 a.u.. Number 3: Kohn-Sham gap 8.54 eV, DFT total energy -1428.323431 a.u.. Number 4: Kohn-Sham gap 7.84 eV, DFT total energy -1407.580012 a.u.. Number 5: Kohn-Sham gap 6.88 eV, DFT total energy -9249.055352 a.u.. Number 6: Kohn-Sham gap 6.38 eV, DFT total energy -2347.243098 a.u..